{
  "formula": "C10H18N5O",
  "method": "ωB97M-V/def2-TZVPD",
  "lumo_ev": -2.980,
  "spin_multiplicity": 1,
  "largest_force_ev_per_a": 1.6,
  "total_charge": 1,
  "homo_energy_ev": -11.38,
  "homo_lumo_gap_ha": 0.3088,
  "elements": ["H", "H", "H", "C", "H", "N", "C", "C", "N", "H", "H", "H", "C", "H", "N", "C", "N", "H", "C", "H", "H", "C", "H", "C", "O", "H", "H", "C", "H", "H", "H", "C", "H", "N"],
  "coordinates": [[1.500, -0.109, 4.137], [-3.659, 1.045, -4.641], [-1.935, 0.037, -3.423], [-0.599, 1.059, 0.443], [0.539, 0.999, 3.186], [-2.482, 2.682, -4.039], [-3.448, 2.068, -4.933], [-0.146, -1.071, 3.190], [3.661, -1.197, 0.944], [0.285, -2.048, 3.399], [-1.635, 0.437, -1.726], [-3.055, 2.071, -5.951], [-0.984, -1.133, 1.887], [-2.027, -1.286, 2.167], [1.911, -0.126, 2.110], [-0.926, 0.113, 1.102], [2.835, -2.189, 2.769], [-3.269, 0.604, -2.382], [0.941, -0.007, 3.203], [-0.218, 1.891, -0.103], [1.929, 0.615, 1.429], [-2.207, 0.708, -2.607], [-0.808, -0.859, 4.030], [-1.872, 2.136, -2.961], [-1.072, 2.788, -2.300], [-0.681, -1.959, 1.246], [3.874, -0.561, 0.194], [3.817, -2.915, 2.253], [5.099, -2.754, 0.659], [-4.376, 2.640, -4.914], [-2.209, 3.637, -4.214], [2.757, -1.121, 1.951], [4.124, -3.839, 2.715], [4.333, -2.356, 1.180]]
}

{
  "formula": "C14H25IrN2O5PTe",
  "method": "ωB97M-V/def2-TZVPD",
  "lumo_ev": [-2.433, -5.676],
  "spin_multiplicity": 5,
  "largest_force_ev_per_a": 0.1,
  "total_charge": 1,
  "homo_energy_ev": [-10.43, -12.07],
  "homo_lumo_gap_ha": [0.2940, 0.2350],
  "elements": ["O", "H", "H", "H", "O", "C", "C", "Ir", "C", "H", "H", "H", "H", "O", "H", "H", "H", "C", "C", "C", "H", "H", "H", "C", "Te", "H", "H", "H", "C", "H", "H", "C", "C", "C", "C", "H", "C", "H", "H", "O", "O", "H", "C", "N", "H", "P", "H", "H", "N"],
  "coordinates": [[1.143, -2.128, -2.888], [4.133, -0.920, 0.513], [-3.556, -3.575, -0.032], [-2.508, -3.370, 1.382], [2.731, -0.025, -0.734], [0.403, -1.278, -2.453], [-3.188, 1.243, 0.137], [-1.123, 0.383, -0.570], [-2.953, -1.549, 0.335], [-1.668, 2.582, 1.943], [4.905, 0.053, 2.794], [-0.952, 1.160, 2.709], [4.931, 1.184, 0.553], [0.753, 1.195, 0.422], [3.784, -1.723, -1.031], [-4.847, 2.094, -1.716], [2.839, -2.990, 0.915], [4.455, 1.650, 1.418], [-4.837, 1.007, -1.770], [-1.872, 1.574, 2.301], [1.558, -2.432, -0.175], [-1.831, -3.254, -0.243], [-3.337, 2.315, 0.090], [3.342, -1.236, -0.167], [2.720, 2.989, -1.512], [-4.523, 0.713, -2.773], [4.516, 1.599, 3.562], [6.081, 1.374, 2.770], [5.019, 1.134, 2.716], [-1.601, -1.138, 1.970], [-2.608, 1.642, 3.104], [2.328, -2.110, 0.521], [-2.415, 0.705, 1.205], [-3.817, -0.972, -0.597], [-2.228, -0.698, 1.203], [0.795, 0.025, -3.977], [-2.708, -3.023, 0.369], [-1.163, 1.367, -3.167], [-4.382, -1.618, -1.259], [-0.214, -1.326, -1.302], [3.025, 1.360, 1.398], [4.561, 2.731, 1.330], [-3.941, 0.409, -0.726], [0.131, -0.142, -3.235], [-5.860, 0.652, -1.640], [2.205, 1.212, 0.068], [0.308, 1.735, -2.519], [1.864, -1.586, 1.360], [-0.400, 1.005, -2.604]]
}

{
  "formula": "C30H20N3OP2S2V",
  "method": "ωB97M-V/def2-TZVPD",
  "lumo_ev": [2.274, 2.273],
  "spin_multiplicity": 2,
  "largest_force_ev_per_a": 0.5,
  "total_charge": -1,
  "homo_energy_ev": [-4.71, -4.15],
  "homo_lumo_gap_ha": [0.2565, 0.2362],
  "e_above_lowest_kcal_mol": 5.58,
  "elements": ["N", "C", "C", "C", "H", "C", "H", "C", "H", "H", "H", "H", "C", "C", "C", "H", "C", "N", "C", "C", "C", "C", "C", "N", "C", "C", "C", "H", "O", "H", "H", "C", "C", "V", "P", "H", "C", "S", "H", "C", "C", "H", "P", "H", "C", "H", "C", "H", "H", "C", "C", "H", "H", "C", "C", "S", "C", "H", "C"],
  "coordinates": [[-1.114, -0.072, -1.625], [-1.482, 1.898, 0.012], [1.181, 0.182, 6.822], [5.702, -1.387, -0.418], [5.052, 1.578, 1.960], [3.671, 4.995, 1.803], [5.483, -2.826, 2.938], [2.380, -1.814, 2.018], [4.984, -4.570, 1.255], [0.937, -2.282, 4.510], [1.161, 0.330, 7.895], [2.746, 3.167, 2.475], [4.532, -0.648, -0.539], [6.405, 0.014, 1.402], [3.044, -3.778, 0.790], [1.489, 1.907, 3.916], [6.640, -1.055, 0.547], [-4.212, -2.781, -3.196], [-3.430, -1.950, -3.376], [1.345, 1.267, 5.975], [1.057, -1.287, 4.924], [3.201, 3.698, 1.647], [5.234, 0.747, 1.288], [-2.096, 0.013, -5.958], [4.255, -3.798, 1.468], [-1.726, -0.447, -2.533], [1.232, -0.200, 4.070], [1.450, 2.265, 6.383], [-2.399, 2.577, 0.002], [2.824, -4.533, 0.047], [3.864, 3.260, -1.641], [1.035, -1.096, 6.296], [4.533, -2.823, 2.417], [0.025, 0.633, 0.016], [2.714, 1.342, 0.243], [4.711, 5.568, -1.368], [3.281, 3.066, 0.412], [-0.659, -0.978, 1.712], [0.901, -1.943, 6.957], [-2.475, -0.931, -3.597], [2.111, -2.788, 1.062], [3.794, -0.901, -1.291], [1.220, -0.427, 2.263], [4.583, 6.680, 0.837], [1.600, 0.967, 1.427], [3.600, 5.484, 2.767], [3.826, 3.745, -0.673], [3.824, -1.072, 3.427], [5.877, -2.226, -1.080], [1.371, 1.075, 4.599], [4.295, 5.041, -0.518], [7.554, -1.629, 0.636], [7.134, 0.276, 2.160], [3.600, -1.835, 2.691], [4.221, 5.666, 0.720], [1.837, 1.148, -1.573], [4.292, 0.423, 0.312], [1.162, -2.768, 0.539], [-2.266, -0.412, -4.898]]
}

{
  "formula": "C25H73N15O13",
  "method": "ωB97M-V/def2-TZVPD",
  "smiles": "COCCNCCOC.COCCNCCOC.COCCNCCOC.NC(N)=O.NC(N)=O.NC(N)=O.NC(N)=O.NC(N)=O.NC(N)=O.CO",
  "lumo_ev": 0.226,
  "spin_multiplicity": 1,
  "largest_force_ev_per_a": 3.5,
  "total_charge": 0,
  "homo_energy_ev": -8.27,
  "homo_lumo_gap_ha": 0.3121,
  "elements": ["O", "C", "H", "H", "H", "H", "H", "H", "H", "H", "H", "H", "H", "H", "O", "H", "H", "N", "H", "H", "H", "C", "H", "O", "H", "C", "N", "H", "C", "C", "H", "C", "H", "H", "N", "O", "O", "N", "H", "H", "H", "H", "N", "N", "C", "C", "H", "H", "H", "H", "O", "H", "H", "O", "N", "C", "C", "H", "H", "O", "H", "H", "N", "H", "C", "C", "C", "C", "N", "H", "H", "H", "H", "C", "O", "H", "H", "H", "C", "H", "H", "H", "N", "C", "N", "H", "H", "H", "N", "H", "C", "H", "H", "H", "C", "H", "H", "H", "H", "O", "N", "O", "C", "H", "N", "H", "H", "H", "C", "N", "H", "O", "O", "H", "H", "H", "H", "H", "C", "C", "C", "H", "H", "C", "H", "H"],
  "coordinates": [[6.156, -0.026, 0.882], [0.788, 0.639, -0.916], [-0.534, -2.297, -1.419], [-2.181, 4.127, 0.717], [0.380, -1.465, -2.653], [2.665, 0.867, -1.881], [-1.260, 0.365, -3.016], [0.315, -3.381, -4.159], [4.631, -3.389, 2.358], [-2.757, -0.909, 2.107], [-5.936, 0.855, 4.810], [0.778, -5.180, 0.782], [-2.271, -3.917, -4.496], [4.004, -0.854, 2.592], [-5.216, 3.881, 6.168], [-1.451, 5.080, -5.368], [0.736, -0.210, 6.297], [4.937, -0.586, -4.264], [-3.340, 0.776, 3.757], [-6.984, 3.258, 5.243], [-0.884, -6.661, -4.561], [1.319, 0.396, -5.151], [6.095, -0.757, -1.328], [2.579, -4.314, 1.175], [5.472, -1.172, -4.778], [-1.746, -0.522, 2.009], [1.759, 1.534, -5.750], [4.757, 2.310, 2.446], [-1.908, -4.846, -3.984], [-4.077, 1.382, 3.097], [-0.353, -1.610, 2.979], [-1.415, -5.848, -5.055], [-3.266, -4.463, -6.296], [1.844, 0.102, 3.351], [-1.022, 3.766, -2.439], [-2.492, 3.152, 2.411], [-0.353, 1.093, -0.783], [3.404, -1.544, 2.190], [1.125, 2.356, -5.770], [-2.154, 5.129, 2.202], [-1.603, -0.039, 0.990], [1.482, 2.710, 0.208], [-1.366, 4.986, -4.391], [-0.956, -4.652, -2.913], [-5.377, 1.809, 5.083], [-5.910, 4.965, 6.771], [0.987, -3.927, -2.728], [-4.760, 0.601, 2.714], [1.732, -4.584, -0.662], [-0.662, 0.977, -5.349], [2.882, 2.850, 2.432], [2.883, -2.644, -0.059], [-0.450, -0.663, -4.734], [2.099, -0.459, -4.696], [1.215, -0.459, -0.229], [4.220, -2.631, 1.624], [-2.654, 4.330, 1.704], [-2.137, -0.511, -1.643], [-0.271, 0.644, 5.081], [-1.557, -1.757, -3.182], [-1.402, -4.452, -2.035], [-4.608, 1.494, 5.744], [6.123, -1.046, -2.299], [2.768, 1.748, -5.523], [2.485, -2.001, 3.200], [1.646, 2.883, 2.288], [0.022, -0.352, 5.467], [3.506, -3.350, 0.521], [-0.077, 0.188, -5.183], [-6.502, 4.522, 7.572], [5.135, -2.136, 1.271], [0.784, -3.330, 0.335], [-3.691, 4.635, 1.613], [-0.705, 3.947, -3.734], [-0.798, -1.646, 2.104], [2.542, -0.538, 4.847], [6.018, 1.297, 3.017], [-6.648, 5.366, 6.063], [-3.009, -5.487, -6.694], [-2.654, -5.410, -3.535], [-6.628, 2.339, 6.783], [-2.165, -5.435, -7.451], [0.952, 2.844, 1.056], [1.439, -4.334, 0.345], [0.847, 2.841, 3.384], [-0.901, -0.748, 5.897], [4.203, -3.938, -0.160], [-1.926, 4.140, -2.098], [4.738, 1.561, 0.079], [4.043, -0.345, -4.669], [-6.193, 2.801, 5.889], [2.867, -2.798, 3.885], [6.810, -1.488, -2.862], [4.406, 2.499, 0.169], [1.911, -0.770, 4.021], [-0.745, 2.893, -1.953], [4.654, 0.980, -0.773], [-2.941, 1.415, 1.326], [-0.775, -5.380, -5.846], [4.267, 0.185, -2.233], [5.567, 1.763, 2.245], [-2.569, -6.383, -5.723], [0.077, -3.577, -3.112], [-3.887, -5.911, -7.158], [1.715, 1.172, -1.765], [-1.630, 0.355, 2.697], [-5.371, 5.768, 7.225], [-0.045, 2.709, 1.031], [-1.944, -0.502, -2.708], [-4.905, 2.316, 3.842], [-4.207, 2.553, 1.385], [0.085, 3.237, -4.340], [0.570, -1.158, 4.466], [2.163, -0.652, -0.005], [-4.268, 3.158, 4.001], [0.479, -0.817, 0.417], [-0.089, 3.095, 3.179], [1.505, 1.947, -2.359], [-3.413, 2.134, 1.986], [-0.347, -2.208, -2.506], [5.029, -0.541, -2.926], [-1.733, 5.705, -3.847], [1.255, 3.345, 4.150], [5.492, 1.056, 1.089], [-2.893, -0.444, -3.257], [1.622, -2.378, 2.637]]
}

{
  "formula": "C4H4N2O",
  "method": "ωB97M-V/def2-TZVPD",
  "smiles": "C1=CN=CON=C1",
  "lumo_ev": -0.322,
  "spin_multiplicity": 1,
  "largest_force_ev_per_a": 5.6,
  "total_charge": 0,
  "homo_energy_ev": -9.63,
  "homo_lumo_gap_ha": 0.3422,
  "e_above_lowest_kcal_mol": 120.75,
  "elements": ["O", "C", "N", "H", "C", "C", "H", "H", "H", "N", "C"],
  "coordinates": [[0.884, 1.200, 0.308], [-0.303, -0.759, 0.798], [1.750, -0.015, -0.261], [0.476, 2.016, -1.721], [1.062, -0.901, 0.277], [0.116, 1.479, -0.763], [1.443, -2.051, 0.394], [-0.667, -1.935, 1.110], [-2.417, 0.069, 0.361], [-1.057, 0.896, -0.754], [-1.288, 0.000, 0.252]]
}

{
  "formula": "C13H28BO11PS2",
  "method": "ωB97M-V/def2-TZVPD",
  "smiles": "O=[SH](=O)C[C@@H]1[C@@H](OB(O)O)[C@@H](O)O[C@@H]1P(O)(O)=S.C1CCOC1.C1CCOC1",
  "lumo_ev": -0.031,
  "spin_multiplicity": 1,
  "largest_force_ev_per_a": 1.6,
  "total_charge": 0,
  "homo_energy_ev": -9.39,
  "homo_lumo_gap_ha": 0.3440,
  "e_above_lowest_kcal_mol": 0.00,
  "elements": ["C", "H", "H", "H", "H", "H", "H", "H", "C", "H", "O", "H", "O", "H", "O", "C", "O", "H", "H", "C", "C", "H", "C", "H", "C", "C", "H", "H", "O", "O", "O", "P", "B", "O", "O", "C", "C", "H", "C", "C", "H", "H", "H", "H", "H", "H", "C", "S", "H", "O", "H", "H", "O", "S", "H", "H"],
  "coordinates": [[0.489, -3.164, -0.833], [-2.973, 7.250, -0.827], [1.829, -2.407, 1.436], [0.960, -4.626, 0.407], [-4.057, -0.963, 0.012], [2.627, -6.801, -0.848], [-3.465, -0.463, 1.600], [-0.068, -6.507, -1.694], [-4.035, 6.033, 1.414], [6.071, -2.187, 0.592], [2.421, -6.711, -1.780], [-2.124, 2.017, 1.607], [0.255, -5.825, -2.285], [1.902, -2.415, -2.121], [-3.454, 4.924, 0.723], [-2.306, 5.367, -0.009], [6.556, -3.586, -1.102], [-4.352, 1.653, 0.740], [-2.302, 7.091, 2.144], [-1.910, -0.542, 0.106], [-3.028, 7.171, 1.333], [-1.917, 2.617, -0.047], [-3.356, -0.306, 0.525], [-1.409, 4.998, 0.500], [4.159, -2.529, -0.944], [-2.178, 1.743, 0.548], [-3.735, 1.297, -0.876], [4.281, -1.451, -1.013], [5.121, -4.260, 0.786], [1.409, 0.351, 1.718], [2.430, 0.561, -0.532], [2.541, -0.306, 0.802], [1.600, -5.635, -2.101], [2.142, -4.385, -2.346], [-1.226, 0.699, 0.303], [-3.543, 1.174, 0.192], [1.924, -1.979, 0.430], [-1.425, -1.322, 0.683], [1.846, -3.310, -1.494], [2.836, -2.990, -0.358], [2.954, -3.889, 0.245], [-1.844, -0.803, -0.957], [1.518, 0.895, -0.596], [-4.259, 5.735, 2.439], [-1.364, 7.338, -0.101], [0.979, -0.303, 2.277], [-2.351, 6.888, -0.005], [4.286, -0.278, 1.610], [4.256, -2.927, -1.957], [0.674, -1.873, -0.258], [-4.975, 6.299, 0.918], [-2.333, 4.943, -1.014], [0.206, -4.060, 0.225], [5.579, -3.231, -0.110], [-0.368, -3.163, -1.497], [-3.496, 8.153, 1.390]]
}